Arrangement P

ORCA calculation (ωB97M-V/def2-TZVPD) on a single C4H6N2O2S2 molecule.

Output
LUMO energy (alpha / beta)   0.2 / 0.2 eV
Orbital gap (alpha / beta)   7.9 / 7.9 eV

Geometry as ORCA input:
```
! RIJCOSX wB97M-V def2-TZVPD def2/J DEFGRID3
* xyz 0 1
C -0.52955 -0.23006 1.52749
C -0.35949 1.08772 1.24035
C -0.57788 -0.98599 -0.63488
C 0.02220 0.28868 -1.27942
N -1.29788 -0.87499 0.58717
N -0.85288 1.67141 -0.03820
O 0.31079 1.92017 2.00392
O 1.31292 0.45937 -0.97315
S -2.92792 -0.32771 0.36971
S -2.45461 1.71952 -0.27375
H -0.37143 -0.49242 2.60902
H -1.33507 -1.39686 -1.35556
H 0.25707 -1.71053 -0.60358
H -0.08791 0.56698 -2.31029
H 0.26528 2.83745 1.60414
H 1.55923 0.35988 0.01597
*
```

Atomic partial charges in e from the Löwdin method, atoms 1 to 4: number 1, C, carries -0.17; number 2, C, carries -0.49; number 3, C, carries -0.25; number 4, C, carries -0.16


Arrangement Q

ORCA calculation (ωB97M-V/def2-TZVPD) on a single C4H6N2O2S2 molecule.

Output
LUMO energy   0.2 eV
Orbital gap   9.5 eV

Geometry as ORCA input:
```
! RIJCOSX wB97M-V def2-TZVPD def2/J DEFGRID3
* xyz 0 1
C 0.80963 0.28199 0.79366
C -0.54667 0.31669 0.08348
C 2.54709 1.36134 -0.16095
C -2.96451 -1.37000 -0.37998
N 1.46748 1.50464 0.48389
N -0.91255 1.38475 -0.53235
O 1.56612 -0.86481 0.33312
O 4.13686 -0.75534 0.14154
S -1.30432 -1.26810 0.52521
S 2.94773 -0.34012 -0.55820
H 0.69248 0.22959 1.96810
H 3.12819 2.16808 -0.55307
H -2.79712 -0.76685 -1.27875
H -3.69301 -0.97625 0.33437
H -3.27613 -2.41847 -0.34521
H -1.80126 1.51289 -0.85486
*
```

Atomic partial charges in e from the Löwdin method, atoms 1 to 4: number 1, C, carries -0.48; number 2, C, carries -0.59; number 3, C, carries -0.23; number 4, C, carries -0.33


It is arrangement Q that is the most stable of them.


Arrangement P

ORCA calculation (ωB97M-V/def2-TZVPD) on a molecular structure, C2H8InO2.

Output
LUMO energy   -20.5 eV
Orbital gap   3.6 eV

Geometry as ORCA input:
```
! RIJCOSX wB97M-V def2-TZVPD def2/J DEFGRID3
* xyz 3 1
In 1.60242 9.39560 2.91580
C 2.07844 12.67352 5.20949
O 1.80973 12.24251 3.90677
H 1.31626 12.26911 5.90904
H 3.09023 12.30288 5.53054
H 2.10929 13.76947 5.23167
H 1.87767 13.03181 3.30473
C 2.32858 8.43336 6.84373
O 1.40329 9.02233 5.96899
H 1.89715 7.63574 7.48236
H 3.22281 8.12740 6.29570
H 2.69550 9.25818 7.54250
H 0.62164 9.23605 6.54947
*
```

Atomic partial charges in e from the Löwdin method, atoms 1 to 4: number 1, In, carries 1.45; number 2, C, carries 0.04; number 3, O, carries 0.00; number 4, H, carries 0.16


Arrangement Q

ORCA calculation (ωB97M-V/def2-TZVPD) on a molecular structure, C2H8InO2.

Output
LUMO energy   -20.2 eV
Orbital gap   2.8 eV

Geometry as ORCA input:
```
! RIJCOSX wB97M-V def2-TZVPD def2/J DEFGRID3
* xyz 3 1
In 0.48081 1.40781 -0.50158
C -2.71583 0.04733 -2.58041
O -1.90850 -0.15937 -1.45441
H -3.64818 0.63876 -2.37107
H -2.17083 0.57837 -3.36010
H -3.06654 -0.96787 -2.92268
H -2.46662 -0.69619 -0.82797
C 2.38644 -0.11248 2.65001
O 2.48920 -0.04621 1.24685
H 1.39760 0.18964 2.98937
H 2.57786 -1.18956 2.94742
H 3.18580 0.49659 3.12717
H 3.45877 -0.18681 1.05739
*
```

Atomic partial charges in e from the Löwdin method, atoms 1 to 4: number 1, In, carries 1.47; number 2, C, carries 0.05; number 3, O, carries -0.01; number 4, H, carries 0.20


It is arrangement Q that is the most stable of them.


Arrangement P

ORCA calculation (ωB97M-V/def2-TZVPD) on a single C2H5NP2 molecule.

Output
LUMO energy   0.4 eV
SMILES string   C=NP1#[PH]C1
Orbital gap   8.9 eV

Geometry as ORCA input:
```
! RIJCOSX wB97M-V def2-TZVPD def2/J DEFGRID3
* xyz 0 1
C 1.93958 0.19425 0.73563
C -1.42735 0.20570 -1.00728
N 1.17424 0.48207 -0.18060
P -0.29916 1.21449 0.13413
P -1.61843 -0.50138 0.60617
H 3.02263 -0.27668 0.55402
H 1.56498 0.07983 1.75960
H -2.42078 0.76726 -1.25680
H -1.10178 -0.55804 -1.69111
H -0.83393 -1.60749 0.34621
*
```

Atomic partial charges in e from the Löwdin method, atoms 1 to 4: number 1, C, carries -0.22; number 2, C, carries -0.75; number 3, N, carries -0.35; number 4, P, carries 0.68


Arrangement Q

ORCA calculation (ωB97M-V/def2-TZVPD) on a single C2H5NP2 molecule.

Output
LUMO energy (alpha / beta)   -1.3 / -1.4 eV
SMILES string   [H]/P=C\N=[PH]=C
Orbital gap (alpha / beta)   6.6 / 6.5 eV

Geometry as ORCA input:
```
! RIJCOSX wB97M-V def2-TZVPD def2/J DEFGRID3
* xyz 0 1
C -0.88476 1.61444 -0.77310
C 0.63794 -1.72357 0.60575
N -0.74287 1.06990 0.42564
P -0.03744 1.16261 -2.20073
P 0.11721 -0.08602 1.06524
H -1.48287 2.42682 -0.75625
H 1.29441 -2.25067 1.34961
H 1.17412 -1.83565 -0.35583
H 0.40536 -0.13813 -1.71191
H -0.48110 -0.23974 2.35159
*
```

Atomic partial charges in e from the Löwdin method, atoms 1 to 4: number 1, C, carries -0.69; number 2, C, carries -0.26; number 3, N, carries -0.37; number 4, P, carries 0.75


It is arrangement P that is the most stable of them.


Arrangement P

ORCA calculation (ωB97M-V/def2-TZVPD) on a single C9H17N3O2S molecule.

Output
LUMO energy   0.6 eV
SMILES string   CSC1=NC(C)(C)NN1C(C)(C)C(=O)O
Orbital gap   9.0 eV

Geometry as ORCA input:
```
! RIJCOSX wB97M-V def2-TZVPD def2/J DEFGRID3
* xyz 0 1
C -0.98234 0.49836 -0.33128
C 1.91071 1.21287 -1.50415
C -0.88414 -1.58950 0.53164
C -1.50366 -1.84080 1.86534
C -0.76095 -3.00602 -0.13689
C 2.66588 0.51723 0.77988
C 1.49813 2.73301 0.51785
C -3.20377 1.21274 -1.83596
C 1.47010 1.23575 0.05172
N -1.57970 -0.63754 -0.31239
N 0.22745 0.49699 0.24860
N 0.47502 -0.86244 0.64636
O 2.37207 2.18665 -2.04260
O 1.72406 0.00067 -2.05150
S -1.63086 1.86527 -1.13075
H -1.01743 -0.97181 2.42967
H -1.16374 -2.84197 2.27258
H -2.59558 -1.88318 1.88750
H -0.12646 -2.93151 -1.11479
H -1.78413 -3.28034 -0.32597
H -0.25845 -3.70622 0.60200
H 2.69747 0.40229 1.86567
H 3.45085 0.98340 0.30690
H 2.77434 -0.44521 0.36218
H 1.94922 2.76732 1.55507
H 0.49408 3.09243 0.60394
H 2.19964 3.11593 -0.14286
H -3.03452 1.12157 -2.87990
H -4.06854 1.82225 -1.63248
H -3.21810 0.26472 -1.31921
H 0.62434 -0.99725 1.60892
H 1.27900 -0.53565 -1.37509
*
```

Atomic partial charges in e from the Löwdin method, atoms 1 to 4: number 1, C, carries -0.70; number 2, C, carries -0.46; number 3, C, carries -0.57; number 4, C, carries -0.04


Arrangement Q

ORCA calculation (ωB97M-V/def2-TZVPD) on a single C9H17N3O2S molecule.

Output
LUMO energy   0.6 eV
SMILES string   CSC1=NC(C)(C)NN1C(C)(C)C(=O)O
Orbital gap   9.2 eV

Geometry as ORCA input:
```
! RIJCOSX wB97M-V def2-TZVPD def2/J DEFGRID3
* xyz 0 1
C 0.23231 1.29310 -0.00788
C 3.22524 -0.40837 -0.33814
C -1.50734 0.01630 -0.82763
C -2.79821 -0.33570 -0.23652
C -1.58058 0.16872 -2.34585
C 1.92764 -2.48110 -0.31379
C 2.09409 -1.06974 1.80571
C 0.33678 3.97022 0.62439
C 1.88046 -1.03823 0.23127
N -0.95944 1.41328 -0.29242
N 0.76195 -0.37176 -0.34159
N -0.53904 -0.94486 -0.44086
O 4.23171 -0.35946 0.30220
O 3.07921 -0.04322 -1.61963
S 1.43850 2.49165 0.30538
H -2.85190 -0.34763 0.91351
H -3.08404 -1.35166 -0.61757
H -3.53023 0.33080 -0.57088
H -1.97670 1.02532 -2.75909
H -1.94999 -0.62887 -2.87904
H -0.51528 0.20957 -2.63068
H 1.50090 -2.52821 -1.26593
H 1.32856 -3.02299 0.47160
H 2.96011 -2.87088 -0.40149
H 3.00734 -0.50785 1.90927
H 2.24358 -2.05681 2.10296
H 1.31049 -0.56452 2.43146
H -0.55570 3.58721 1.05560
H 0.31886 4.50159 -0.23201
H 0.96416 4.50575 1.31202
H -0.74990 -1.34539 0.52463
H 2.05041 -0.06369 -1.78778
*
```

Atomic partial charges in e from the Löwdin method, atoms 1 to 4: number 1, C, carries -0.56; number 2, C, carries -0.52; number 3, C, carries -0.57; number 4, C, carries -0.05


It is arrangement P that is the most stable of them.


Arrangement P

ORCA calculation (ωB97M-V/def2-TZVPD) on 2 unconnected molecules or ions with the total composition CH5ClNP.

Output
LUMO energy   -1.5 eV
Orbital gap   7.3 eV

Geometry as ORCA input:
```
! RIJCOSX wB97M-V def2-TZVPD def2/J DEFGRID3
* xyz 0 1
C 0.41009 1.00920 0.64326
N -1.10358 -0.92455 -0.53065
P -0.18954 0.37338 -0.98989
Cl 2.44784 -1.18709 -1.38145
H 0.91987 0.22827 1.25948
H -0.47159 1.10941 1.35947
H 0.97822 1.82902 0.37253
H -1.12924 -1.24593 0.41751
H -1.86208 -1.19171 -1.15026
*
```

Atomic partial charges in e from the Löwdin method, atoms 1 to 4: number 1, C, carries -0.36; number 2, N, carries -0.23; number 3, P, carries 0.88; number 4, Cl, carries -0.50


Arrangement Q

ORCA calculation (ωB97M-V/def2-TZVPD) on 2 unconnected molecules or ions with the total composition CH5ClNP.

Output
LUMO energy   -0.3 eV
SMILES string   C=PCl.N
Orbital gap   9.3 eV

Geometry as ORCA input:
```
! RIJCOSX wB97M-V def2-TZVPD def2/J DEFGRID3
* xyz 0 1
C 1.84172 -1.72838 1.03531
N -0.43805 3.16167 -0.69130
P 0.93608 -0.33822 0.53207
Cl 2.40988 0.94978 -0.14199
H 1.29792 -2.40572 1.61129
H 2.97165 -1.69061 0.80114
H -0.39170 3.64603 -1.50592
H 0.27155 2.57246 -0.51784
H -0.10150 3.84857 0.01338
*
```

Atomic partial charges in e from the Löwdin method, atoms 1 to 4: number 1, C, carries -0.41; number 2, N, carries 0.05; number 3, P, carries 0.46; number 4, Cl, carries 0.06


It is arrangement P that is the most stable of them.


Arrangement P

ORCA calculation (ωB97M-V/def2-TZVPD) on a single C8H12OS molecule.

Output
LUMO energy   0.8 eV
SMILES string   C=C(C)[C@H]1CSC=C(O)C1
Orbital gap   8.5 eV

Geometry as ORCA input:
```
! RIJCOSX wB97M-V def2-TZVPD def2/J DEFGRID3
* xyz 0 1
C -1.60506 -0.42479 -1.37116
C -0.66247 -1.29587 -0.65296
C -1.26412 0.04439 1.38120
C -2.45656 0.51189 -0.96374
C -0.04523 -0.52724 0.58768
C 1.03951 0.34797 0.16762
C 2.27127 0.12953 0.96999
C 0.74609 1.25744 -0.73897
O -1.58590 -0.76335 -2.70285
S -2.20229 1.31709 0.62709
H -1.21375 -2.17470 -0.45933
H 0.22855 -1.52203 -1.16705
H -1.93408 -0.69757 1.63958
H -0.73509 0.52879 2.32246
H -2.99957 1.12333 -1.48975
H 0.37982 -1.24223 1.28098
H 2.09640 0.26635 1.97729
H 2.88918 0.95978 0.72390
H 2.68131 -0.89028 0.84768
H 1.48110 2.01563 -1.19999
H -2.20159 -0.15423 -3.13290
H -0.22225 1.30336 -1.13638
*
```

Atomic partial charges in e from the Löwdin method, atoms 1 to 4: number 1, C, carries -0.43; number 2, C, carries -0.07; number 3, C, carries -0.46; number 4, C, carries -0.32


Arrangement Q

ORCA calculation (ωB97M-V/def2-TZVPD) on 2 unconnected molecules or ions with the total composition C8H12OS.

Output
LUMO energy   0.7 eV
SMILES string   CC(C)=C1CC=CS1.C=O
Orbital gap   8.4 eV

Geometry as ORCA input:
```
! RIJCOSX wB97M-V def2-TZVPD def2/J DEFGRID3
* xyz 0 1
C -2.47141 1.14267 0.51162
C -1.19029 0.78090 1.06291
C -2.97201 0.31984 -0.38183
C -0.59230 -0.24486 0.10175
C 1.59829 -0.27334 1.26880
C 1.08477 -1.92996 -0.69862
C 1.37364 1.04513 -1.48936
C 0.66821 -0.67355 0.13784
O 0.93037 2.07714 -1.03001
S -1.94616 -0.96830 -0.78075
H -2.89327 2.07329 0.74382
H -1.22079 0.58086 2.19785
H -3.93715 0.47240 -0.76935
H 2.64536 -0.07824 0.85048
H 1.23740 0.61766 1.78556
H 1.60655 -1.17107 1.82708
H 1.87386 -1.73753 -1.45363
H 0.20891 -2.21014 -1.32281
H 1.07246 -2.69671 0.01358
H 2.42906 0.75184 -1.38164
H 0.90243 0.47224 -2.24401
H -0.40794 1.64971 1.05072
*
```

Atomic partial charges in e from the Löwdin method, atoms 1 to 4: number 1, C, carries -0.21; number 2, C, carries -0.21; number 3, C, carries -0.44; number 4, C, carries -0.49


It is arrangement P that is the most stable of them.